18
Properties=species:S:1:pos:R:3:forces:R:3:mulliken_charge:R:1 method="wB97M-V/def2-TZVPD" spin_multiplicity=1 fmax_ev_per_a=3.9 homo_energy_ev="-7.7000 / -6.8962" de_lowest_kcal_mol=135.7 gap_ev="8.4522 / 7.6762"
C 0.970 -0.605 1.417 -0.6 -0.2 -1.4 -1.127
C 1.007 -0.320 -1.171 2.6 1.7 1.3 -1.303
C -2.337 0.116 -0.723 2.4 0.8 -1.9 -0.487
C 1.187 0.317 0.244 -2.7 -0.1 -2.9 0.826
N -0.747 1.601 -0.107 2.4 -1.7 -1.1 -0.458
O 2.112 1.307 0.214 0.4 -1.9 -1.7 -0.474
O -1.787 0.840 0.347 -0.2 0.4 1.4 -0.198
H 1.285 -0.104 2.306 0.3 -0.2 0.8 0.355
H -0.121 -0.824 1.476 0.6 0.3 0.0 0.262
H 1.456 -1.606 1.216 -0.1 1.1 0.5 0.288
H 0.249 -1.059 -1.141 -0.5 -0.8 -0.1 0.299
H 2.041 -0.731 -1.391 -1.2 0.0 -0.1 0.400
H 0.798 0.480 -1.907 0.0 -0.6 0.5 0.316
H -2.094 -0.944 -0.596 -0.8 0.0 0.1 0.183
H -1.676 0.463 -1.641 -1.9 -0.7 1.4 0.270
H -3.368 0.438 -0.775 -0.4 -0.6 -0.4 0.265
H -0.617 2.381 0.502 -0.3 0.4 1.3 0.181
H 1.937 1.801 0.963 0.0 1.9 2.5 0.401

109
Properties=species:S:1:pos:R:3:forces:R:3:mulliken_charge:R:1 method="wB97M-V/def2-TZVPD" smiles="CCOC1=C(N)C(=O)OC1=O.C1CCOC1.C1CCOC1.C1CCOC1.C1CCOC1.C1CCOC1.C1CCOC1.C1CCOC1" spin_multiplicity=1 fmax_ev_per_a=3.6 homo_energy_ev=-9.0388 gap_ev=9.1397
C -0.346 4.880 0.482 0.1 0.4 0.3 -1.118
C 0.870 4.500 -0.383 -0.4 1.1 -0.5 -0.218
O 1.031 3.083 -0.632 -0.5 0.0 0.8 -0.511
C 0.999 2.323 0.476 0.1 -0.6 0.1 0.555
C 1.482 2.490 1.726 -0.4 -0.7 -0.9 -0.136
N 2.175 3.605 2.226 0.1 -0.7 0.6 -0.403
C 1.118 1.192 2.463 0.9 2.2 -2.7 0.462
O 1.064 1.071 3.617 0.1 -1.0 2.7 -0.531
O 0.827 0.222 1.519 -1.0 0.4 0.6 -0.150
C 0.345 0.947 0.412 2.4 1.3 0.9 0.232
O -0.383 0.481 -0.363 -1.3 -0.8 -1.5 -0.474
H -0.342 4.452 1.500 0.2 0.1 -0.5 0.274
H -1.322 4.651 0.017 0.6 -0.1 0.0 0.307
H -0.300 5.983 0.615 0.0 -0.6 -0.1 0.384
H 0.718 4.967 -1.379 0.1 -0.6 0.4 0.364
H 1.809 4.933 0.010 -0.5 -0.4 0.1 0.287
H 3.118 3.618 1.840 -0.2 0.2 0.0 0.298
H 2.295 3.551 3.238 0.0 -0.1 -0.2 0.311
C 0.289 -1.921 6.177 0.3 0.0 0.1 -0.663
C -0.293 -1.844 4.777 -0.2 0.1 -0.2 0.249
C -0.047 -3.249 4.257 0.1 -0.1 0.0 0.174
O -0.096 -4.125 5.390 0.2 0.3 0.0 -0.512
C -0.078 -3.337 6.589 -0.3 -0.1 0.1 -0.329
H -0.102 -1.165 6.858 0.0 0.0 0.0 0.408
H 1.377 -1.813 6.134 0.0 0.0 0.0 0.218
H -1.368 -1.648 4.832 0.0 0.0 0.0 0.333
H 0.161 -1.075 4.154 0.0 -0.1 0.1 -0.316
H 0.947 -3.338 3.805 0.0 0.0 -0.1 0.249
H -0.793 -3.562 3.521 0.0 -0.1 0.1 -0.222
H -1.079 -3.374 7.032 0.0 0.0 0.1 0.105
H 0.631 -3.767 7.298 0.0 -0.1 -0.1 0.355
C -4.147 -5.799 5.135 0.0 -0.2 0.0 -0.589
C -5.372 -5.443 5.963 -0.2 0.1 -0.1 -0.551
C -4.743 -4.934 7.249 0.1 -0.1 0.2 -0.555
O -3.485 -4.351 6.890 -0.2 -0.1 -0.1 -0.384
C -3.170 -4.707 5.536 0.0 0.1 -0.1 0.006
H -4.335 -5.828 4.062 0.0 0.0 0.0 0.363
H -3.763 -6.776 5.442 0.0 0.0 0.0 0.300
H -5.928 -4.638 5.474 0.0 0.0 0.0 0.252
H -6.053 -6.279 6.124 0.0 0.0 0.0 0.351
H -4.548 -5.754 7.949 -0.1 0.0 0.0 0.281
H -5.360 -4.188 7.753 0.1 0.0 0.0 0.279
H -3.297 -3.813 4.914 0.0 0.0 -0.1 0.054
H -2.132 -5.027 5.474 0.0 0.1 0.1 0.170
C -0.353 -2.924 0.414 0.3 0.1 0.3 0.031
C -0.932 -2.889 -0.983 -0.3 0.1 -0.3 -0.516
C -0.693 -4.311 -1.462 0.2 -0.2 0.1 -0.536
O -0.746 -5.149 -0.298 0.0 0.3 0.0 -0.453
C -0.724 -4.323 0.876 -0.2 -0.2 -0.1 -0.360
H -0.742 -2.145 1.068 0.0 0.0 0.0 0.173
H 0.735 -2.822 0.367 0.0 0.0 0.1 0.159
H -2.005 -2.686 -0.934 0.0 0.0 0.0 0.303
H -0.473 -2.141 -1.629 0.0 0.0 0.0 0.266
H 0.301 -4.418 -1.910 0.0 0.0 -0.1 0.276
H -1.438 -4.643 -2.187 0.0 -0.1 0.1 0.302
H -1.726 -4.342 1.320 0.0 0.0 0.1 0.202
H -0.016 -4.731 1.599 0.0 -0.1 -0.1 0.200
C 5.922 1.726 5.759 -0.2 0.0 0.2 -0.538
C 5.772 0.788 4.573 0.2 -0.1 -0.2 -0.636
C 4.603 1.409 3.829 -0.3 0.0 0.1 -0.026
O 4.656 2.822 4.083 0.1 -0.1 0.1 -0.429
C 5.593 3.073 5.138 0.1 0.2 -0.1 -0.507
H 6.910 1.700 6.218 0.0 0.0 0.0 0.356
H 5.183 1.476 6.526 0.0 0.0 0.0 0.258
H 6.672 0.825 3.954 0.0 0.0 0.0 0.282
H 5.594 -0.250 4.852 0.0 0.0 0.0 0.348
H 3.646 1.034 4.207 0.0 -0.1 0.0 0.064
H 4.646 1.229 2.752 0.0 0.1 0.0 0.256
H 6.483 3.533 4.697 0.0 0.0 0.1 0.273
H 5.159 3.772 5.854 -0.1 0.0 -0.1 0.272
C 0.618 3.083 -5.005 0.1 -0.2 0.1 -0.176
C -0.756 3.490 -5.507 0.0 0.0 -0.3 -0.167
C -1.110 4.628 -4.568 -0.1 0.0 0.3 -0.300
O 0.126 5.257 -4.192 0.0 -0.3 -0.1 -0.478
C 1.217 4.421 -4.611 0.0 0.2 -0.1 -0.506
H 1.216 2.550 -5.745 0.0 0.0 0.0 0.210
H 0.516 2.444 -4.123 0.0 0.0 0.0 0.166
H -0.680 3.862 -6.533 0.0 0.0 0.0 0.260
H -1.486 2.685 -5.491 0.0 0.1 0.1 -0.010
H -1.589 4.255 -3.657 -0.1 0.0 -0.1 0.166
H -1.769 5.364 -5.031 0.1 0.1 0.1 0.307
H 1.703 4.907 -5.464 0.1 -0.1 0.0 0.320
H 1.943 4.332 -3.800 0.0 0.1 0.0 0.263
C -6.242 2.330 -5.942 -0.1 0.1 -0.2 -0.545
C -5.477 1.030 -6.121 0.0 -0.2 0.2 -0.609
C -4.041 1.521 -6.192 0.2 0.1 -0.1 -0.450
O -3.969 2.705 -5.389 -0.3 -0.1 -0.1 -0.289
C -5.298 3.129 -5.060 0.1 0.0 0.2 -0.508
H -7.230 2.202 -5.500 0.0 0.0 0.0 0.329
H -6.363 2.827 -6.909 0.0 0.0 0.0 0.267
H -5.613 0.395 -5.242 0.0 0.0 0.0 0.279
H -5.776 0.461 -7.002 0.0 0.0 0.0 0.334
H -3.762 1.790 -7.217 0.0 -0.1 0.0 0.283
H -3.326 0.784 -5.820 0.0 0.1 0.0 0.322
H -5.468 2.915 -4.000 -0.1 0.0 0.0 0.287
H -5.387 4.206 -5.215 0.1 0.0 0.0 0.275
C 4.402 -1.087 -7.209 0.3 0.1 0.0 -0.552
C 3.717 -1.476 -5.910 -0.2 -0.2 0.0 -0.556
C 3.159 -0.144 -5.438 0.1 0.2 0.1 -0.326
O 2.872 0.623 -6.616 0.1 -0.2 0.0 -0.344
C 3.462 -0.023 -7.750 -0.2 0.0 -0.1 -0.488
H 4.543 -1.919 -7.898 0.0 0.0 0.0 0.338
H 5.381 -0.649 -6.996 0.0 0.0 0.0 0.262
H 2.900 -2.172 -6.116 0.0 0.0 0.0 0.272
H 4.384 -1.940 -5.183 0.0 0.0 0.0 0.343
H 3.897 0.410 -4.848 0.0 -0.1 0.1 0.277
H 2.251 -0.256 -4.844 0.0 0.1 -0.1 0.220
H 2.655 -0.469 -8.342 0.1 0.0 -0.1 0.276
H 3.976 0.717 -8.366 -0.1 0.1 0.1 0.270

15
Properties=species:S:1:pos:R:3:forces:R:3:mulliken_charge:R:1 method="wB97M-V/def2-TZVPD" spin_multiplicity=1 fmax_ev_per_a=3.1 homo_energy_ev="-7.6924 / -8.1104" de_lowest_kcal_mol=112.8 gap_ev="7.7959 / 7.3124"
H 2.040 2.243 -0.037 0.1 -0.3 0.2 0.265
N 2.142 1.234 -0.187 -1.3 -0.3 -0.9 -0.818
C 0.974 0.674 -0.243 0.1 -0.7 1.8 0.926
C -0.302 1.299 0.293 -0.3 2.0 -2.4 -0.367
C -1.472 1.368 -0.383 0.7 -0.5 1.1 -0.748
C 0.874 -0.795 -0.210 2.7 0.6 0.0 0.280
O 2.023 -1.541 -0.157 -0.1 1.1 0.0 -0.531
C -0.264 -1.293 0.236 -1.5 -1.1 0.0 -0.075
C -1.261 -2.132 0.362 -0.5 -0.2 -0.1 -0.820
H -0.115 2.068 1.039 0.0 -0.2 0.1 0.340
H -1.757 0.609 -1.103 0.2 0.3 -0.4 0.319
H -2.226 2.098 -0.105 0.0 -0.2 0.1 0.289
H 2.735 -0.866 -0.187 0.0 -0.3 0.1 0.378
H -1.120 -3.186 0.151 -0.2 -0.1 -0.7 0.279
H -2.271 -1.780 0.531 0.0 -0.1 1.0 0.284

108
Properties=species:S:1:pos:R:3:forces:R:3:mulliken_charge:R:1 method="wB97M-V/def2-TZVPD" charge=+1 spin_multiplicity=1 fmax_ev_per_a=5.2 homo_energy_ev=-10.4327 gap_ev=5.6189
C 1.873 1.662 2.748 0.2 0.3 -0.9 -1.057
C 0.971 0.631 1.890 -0.7 0.1 0.9 -0.779
C 1.739 -0.700 1.444 0.5 1.3 0.1 0.192
Cl 0.466 -1.857 0.787 1.0 0.7 0.3 -0.167
C 2.905 -0.454 0.363 0.6 1.2 -1.2 0.613
C 3.145 0.960 -0.206 2.9 -4.1 -1.3 -0.402
C 4.356 0.992 -1.209 -2.6 -2.1 2.7 -0.301
N 5.002 -0.249 -1.443 -0.5 3.7 -0.5 0.288
N 4.796 -1.477 -1.005 -2.8 0.1 2.5 -0.674
C 3.758 -1.669 -0.079 0.2 1.8 -0.5 0.365
C 3.515 -3.172 0.459 0.8 0.4 -1.4 -0.949
H 1.283 2.150 3.598 0.9 -1.0 -1.2 0.303
H 2.227 2.525 2.077 -0.4 -1.2 1.0 0.252
H 2.812 1.142 3.135 -1.3 0.7 -0.3 0.327
H 0.134 0.288 2.609 1.3 0.3 -1.3 0.462
H 0.412 1.149 1.022 1.1 -0.9 1.2 0.302
H 2.217 -1.146 2.384 -0.7 0.3 -1.5 0.432
H 2.547 1.888 0.072 1.0 -1.6 -0.5 0.253
H 4.711 1.963 -1.711 -0.3 -2.0 0.7 0.407
H 5.810 -0.167 -2.103 -0.7 -0.4 0.6 0.303
H 4.283 -3.856 -0.067 -1.1 1.3 0.8 0.295
H 2.490 -3.539 0.111 1.4 0.6 0.8 0.201
H 3.699 -3.273 1.578 -0.5 0.4 -1.4 0.339
C -4.580 4.381 0.483 -0.3 0.0 0.1 -1.554
C -3.826 3.265 -0.235 0.3 0.4 0.1 0.843
C -2.764 2.575 0.645 -0.1 -0.2 -0.2 -0.682
O -1.566 3.328 0.822 -0.2 -0.3 0.2 -0.384
C -1.644 4.326 1.827 0.2 0.2 -0.1 -0.528
N -3.237 3.804 -1.468 0.2 -0.3 0.1 -0.717
H -3.989 5.293 0.579 0.0 -0.1 0.0 0.312
H -5.484 4.646 -0.074 0.1 0.0 0.0 0.389
H -4.887 4.065 1.485 0.0 0.0 0.0 0.225
H -4.564 2.504 -0.512 0.1 -0.1 0.0 0.145
H -2.457 1.653 0.140 0.1 0.1 0.0 0.368
H -3.178 2.274 1.615 0.0 0.2 0.1 0.286
H -2.279 4.020 2.664 -0.1 0.0 -0.1 0.081
H -2.004 5.263 1.398 -0.1 0.0 0.2 0.259
H -0.634 4.506 2.205 0.0 -0.1 -0.1 0.326
H -2.817 3.037 -1.991 -0.1 0.1 -0.1 0.283
H -2.437 4.377 -1.198 -0.2 0.0 -0.1 0.329
C -5.381 3.669 7.443 -0.2 0.1 0.2 -1.413
C -4.170 4.226 6.699 -0.1 -0.4 -0.1 0.279
C -4.317 4.183 5.164 0.3 0.1 0.0 -0.709
O -4.128 2.891 4.592 -0.2 0.4 0.0 -0.203
C -5.270 2.051 4.650 0.3 -0.3 -0.1 -0.871
N -2.967 3.512 7.146 0.1 0.1 -0.3 -0.738
H -5.421 2.579 7.423 0.1 0.1 -0.1 0.285
H -5.348 3.966 8.495 0.1 0.0 -0.1 0.356
H -6.313 4.053 7.018 0.0 0.0 0.0 0.344
H -4.070 5.278 6.987 0.1 0.0 -0.1 0.423
H -3.530 4.812 4.734 0.0 -0.1 0.0 0.328
H -5.270 4.616 4.838 -0.1 -0.1 0.1 0.432
H -6.202 2.613 4.544 0.0 0.0 0.1 0.374
H -5.272 1.484 5.583 -0.2 0.0 0.0 0.255
H -5.203 1.332 3.830 0.0 0.1 0.0 0.270
H -2.151 3.949 6.721 0.0 0.0 0.2 0.263
H -2.990 2.583 6.724 -0.1 0.1 0.2 0.332
C -7.617 0.748 -4.803 0.0 -0.1 -0.3 -1.489
C -6.579 0.802 -3.685 -0.4 0.2 0.1 0.441
C -7.073 0.193 -2.357 0.2 0.1 0.1 -0.713
O -7.965 1.026 -1.624 0.1 -0.4 -0.2 -0.359
C -9.314 0.971 -2.061 0.0 0.3 0.2 -0.688
N -6.138 2.192 -3.511 0.1 -0.2 0.3 -0.674
H -8.399 1.500 -4.686 0.1 0.0 0.1 0.283
H -7.142 0.933 -5.770 0.0 0.0 0.1 0.381
H -8.093 -0.235 -4.849 0.0 0.1 0.0 0.353
H -5.719 0.209 -4.016 0.0 0.0 0.1 0.391
H -6.201 0.056 -1.707 -0.1 0.1 0.0 0.322
H -7.506 -0.803 -2.506 -0.1 0.0 -0.1 0.466
H -9.593 -0.025 -2.414 0.1 0.0 -0.1 0.318
H -9.485 1.714 -2.842 -0.1 -0.1 -0.1 0.240
H -9.953 1.232 -1.214 0.1 -0.1 0.0 0.240
H -5.379 2.210 -2.833 0.0 0.1 -0.2 0.139
H -6.893 2.693 -3.041 0.1 0.0 -0.2 0.366
C 9.168 0.151 -1.023 -0.1 0.1 0.2 -1.417
C 8.711 -0.952 -1.975 0.5 0.2 -0.1 0.901
C 9.660 -2.167 -2.008 -0.1 -0.2 -0.3 -0.920
O 10.852 -1.958 -2.754 -0.4 -0.1 0.4 -0.393
C 11.877 -1.274 -2.049 0.2 0.1 -0.3 -0.630
N 8.520 -0.377 -3.313 -0.3 -0.3 0.0 -0.697
H 9.994 0.738 -1.426 -0.1 -0.1 0.0 0.309
H 8.347 0.849 -0.829 0.1 0.0 0.0 0.270
H 9.482 -0.266 -0.062 0.0 0.0 -0.1 0.376
H 7.739 -1.307 -1.613 0.0 -0.2 0.0 0.008
H 9.138 -2.986 -2.514 0.1 0.1 -0.1 0.358
H 9.892 -2.526 -0.998 0.1 0.1 0.1 0.431
H 11.885 -1.526 -0.985 -0.1 0.0 0.0 0.301
H 11.770 -0.196 -2.185 0.1 0.0 0.2 0.222
H 12.836 -1.566 -2.482 -0.1 -0.1 0.0 0.262
H 8.125 -1.092 -3.922 0.0 0.1 0.0 0.293
H 9.446 -0.211 -3.708 -0.2 0.1 0.1 0.316
C 1.155 -7.951 -3.284 0.0 -0.2 -0.1 -1.395
C 1.995 -6.682 -3.394 -0.3 0.0 0.3 0.336
C 2.677 -6.279 -2.070 0.1 0.2 -0.2 -0.820
O 1.805 -5.670 -1.120 0.3 -0.2 0.0 -0.175
C 1.035 -6.587 -0.357 -0.3 0.3 0.1 -0.804
N 1.155 -5.599 -3.921 0.3 0.2 0.2 -0.719
H 0.201 -7.781 -2.782 0.1 0.1 0.0 0.282
H 0.924 -8.339 -4.280 0.0 0.1 0.1 0.354
H 1.693 -8.732 -2.740 0.0 0.0 0.0 0.345
H 2.789 -6.883 -4.121 0.0 0.1 0.1 0.410
H 3.434 -5.521 -2.300 -0.1 0.1 0.0 0.314
H 3.212 -7.123 -1.619 -0.1 -0.1 0.0 0.439
H 1.581 -7.511 -0.149 0.0 0.0 -0.1 0.347
H 0.096 -6.805 -0.869 0.0 -0.2 0.1 0.259
H 0.787 -6.108 0.594 0.1 0.0 -0.1 0.250
H 1.740 -4.781 -4.083 -0.1 -0.1 -0.2 0.260
H 0.532 -5.303 -3.168 0.0 -0.1 -0.2 0.318

40
Properties=species:S:1:pos:R:3:forces:R:3:mulliken_charge:R:1 method="wB97M-V/def2-TZVPD" charge=-1 spin_multiplicity=1 fmax_ev_per_a=0.6 homo_energy_ev=-4.3606 gap_ev=7.2495
C 1.553 -3.425 -1.185 -0.1 0.0 0.1 -1.028
C 1.924 -1.932 -1.264 0.0 0.0 0.1 -0.355
C 1.552 -1.146 0.011 0.1 -0.2 -0.1 -0.848
Al -0.264 -0.315 0.002 0.4 0.1 0.4 -0.013
P -2.028 -1.964 -0.124 0.1 -0.3 -0.3 0.720
N -1.861 -3.134 -1.166 0.1 0.4 -0.2 -0.803
O -2.374 -2.594 1.360 0.0 0.0 0.3 -0.606
O -3.470 -1.172 -0.298 -0.1 0.1 -0.2 -0.548
H 2.444 -4.061 -1.138 0.0 0.0 0.0 0.302
H 0.960 -3.625 -0.289 0.0 0.0 -0.1 0.240
H 0.940 -3.752 -2.025 0.0 0.0 0.0 0.283
H 1.423 -1.486 -2.131 0.1 0.0 0.0 0.205
H 3.004 -1.856 -1.451 -0.1 0.0 -0.1 0.364
H 2.217 -0.276 0.109 0.0 0.0 0.0 0.293
H 1.773 -1.771 0.886 0.0 0.1 0.0 0.384
H -0.562 0.521 1.376 -0.1 0.0 -0.1 -0.287
H -0.414 0.624 -1.290 -0.2 0.0 -0.1 -0.127
H -2.680 -3.300 -1.741 -0.1 -0.3 0.2 0.168
H -1.975 -3.473 1.355 -0.1 0.0 0.0 0.342
H -3.470 -0.784 -1.185 0.0 0.0 0.2 0.315
C 0.313 -0.378 4.132 0.1 -0.1 0.0 -0.936
C 1.648 0.310 3.987 -0.2 0.0 0.0 0.879
O 2.368 0.115 3.041 0.2 0.1 0.1 -0.505
C 2.037 1.268 5.098 0.1 0.0 -0.1 -1.192
H 0.137 -1.022 3.275 0.0 0.0 0.0 0.038
H 0.290 -0.956 5.060 0.0 0.0 0.0 0.404
H -0.486 0.364 4.177 0.0 0.0 0.0 0.333
H 2.069 0.740 6.054 0.0 0.0 0.0 0.317
H 1.292 2.061 5.184 0.0 0.0 0.0 0.316
H 3.011 1.701 4.884 0.0 0.0 0.0 0.311
C -2.276 3.520 -2.856 0.0 -0.1 0.0 -1.124
C -1.130 2.840 -3.573 0.0 0.1 0.2 0.906
O -1.100 1.649 -3.732 -0.1 0.0 -0.3 -0.476
C -0.007 3.740 -4.046 0.0 -0.1 0.0 -1.158
H -3.004 2.773 -2.550 0.0 0.0 0.0 0.251
H -1.903 4.042 -1.973 0.0 0.0 0.0 0.311
H -2.748 4.260 -3.507 0.0 0.0 0.0 0.377
H 0.427 4.271 -3.196 0.0 0.0 0.0 0.312
H -0.389 4.487 -4.745 0.0 0.0 0.0 0.338
H 0.759 3.138 -4.528 0.0 0.0 0.0 0.299

11
Properties=species:S:1:pos:R:3:forces:R:3:mulliken_charge:R:1 method="wB97M-V/def2-TZVPD" charge=-1 spin_multiplicity=1 fmax_ev_per_a=1.0 homo_energy_ev=-2.7272 de_lowest_kcal_mol=18.0 gap_ev=6.8179
C -1.651 -0.004 1.602 0.4 1.0 0.1 -0.819
S -1.396 1.516 0.573 -0.1 -0.5 -0.1 -0.703
H -2.363 -0.711 1.183 0.0 -0.1 -0.1 0.219
H -2.011 0.323 2.581 -0.1 -0.2 0.0 0.227
H -0.677 -0.474 1.763 -0.1 -0.3 0.0 0.197
C 1.643 0.155 -1.781 0.2 0.0 -0.2 0.066
N 0.992 -0.417 -0.767 0.1 -0.3 -0.1 -0.149
O 2.749 -0.187 -2.180 0.2 -0.1 0.0 -0.646
H 1.116 0.981 -2.275 -0.3 0.0 0.2 0.321
H 0.107 -0.042 -0.422 -0.1 0.5 0.2 0.092
H 1.491 -1.141 -0.277 -0.1 0.0 0.1 0.194

no.,DFT total energy (eV),M (u)
1,-9906.3564,105.1
2,-60288.8025,661.9
3,-9867.7658,109.1
4,-63300.6282,617.3
5,-35290.4491,268.2
6,-16545.5511,92.1